Entry 1:
The following is a quantum chemistry calculation of a 9-piece molecular cluster, C27H56ClIN10O16 overall, from the Open Molecules 2025 dataset.

Each line ends with the Mulliken charge.
Positions of all 111 atoms, in Å:
O  3.538  -0.390  4.260  -0.5316
Cl  3.798  2.191  0.284  -0.1411
H  0.915  3.427  -3.994  0.2744
H  -0.146  8.954  0.226  0.2529
H  -5.671  -0.934  1.281  -0.0538
N  -6.639  -0.061  3.941  0.8935
H  3.784  -5.041  -2.841  0.3280
C  2.896  -1.323  -0.302  3.2571
I  5.834  -2.463  -4.875  -0.0046
H  -1.894  2.071  2.256  0.3291
H  -3.392  -1.750  1.875  -0.2434
C  -4.920  -2.954  0.943  -0.1515
C  -3.079  -3.790  2.508  -1.3041
O  3.010  5.518  -4.493  -0.5644
C  5.614  -3.990  -3.358  -1.2197
H  -1.579  -2.256  2.772  0.4056
H  -2.914  0.698  2.792  0.2802
C  4.158  -4.023  -2.863  -0.7678
H  3.292  2.696  4.999  0.3094
H  1.862  0.041  -4.264  0.2246
H  3.752  0.246  1.740  -0.3531
H  -2.334  0.778  1.099  0.3077
C  -1.612  -3.331  2.626  -0.7328
H  -3.139  -4.537  1.721  0.4810
H  6.354  0.918  0.376  0.4483
C  2.984  -2.212  -1.578  0.9310
N  0.765  -3.392  -2.319  -0.6669
H  5.904  1.426  2.030  0.4270
O  -7.037  -1.165  3.645  -0.4851
N  -3.883  2.094  1.583  0.9287
H  -5.579  -3.773  1.221  0.4242
H  1.200  4.128  -0.488  0.1710
N  0.196  8.377  2.216  0.8771
H  6.322  -3.816  -2.562  0.5077
H  4.954  -2.992  -1.175  0.3843
H  -1.573  -3.594  0.527  0.2162
H  -8.202  1.092  3.179  0.3094
C  -0.452  9.271  1.217  -0.6518
H  -8.333  0.674  4.914  0.2980
O  0.135  6.969  -1.457  -0.5684
C  4.216  -0.494  -0.274  -2.3139
H  -0.397  -4.633  1.355  0.4028
H  -3.497  -4.953  -3.917  0.3148
H  0.025  -2.191  0.035  -0.1348
C  -5.803  -1.740  0.571  -0.8536
O  -4.826  1.423  1.232  -0.5158
H  4.248  0.050  -1.213  0.7489
H  -1.150  -3.865  3.453  0.3444
H  -3.401  -4.202  3.458  0.4818
C  2.756  -2.106  1.008  -1.5074
C  2.828  1.750  4.752  -0.7677
C  -0.842  -3.643  1.329  -0.6303
O  -5.478  0.251  4.103  -0.5015
H  -6.841  -2.044  0.484  0.2933
H  -1.526  9.175  1.344  0.2818
H  -0.123  10.284  1.426  0.2921
O  -5.271  -2.672  -2.603  -0.5026
H  5.070  -1.151  -0.175  0.2121
C  4.282  0.545  0.846  1.4246
O  0.916  7.497  1.793  -0.5147
H  0.183  -1.749  1.695  0.2956
H  6.117  -0.272  1.630  0.4123
N  -4.554  -3.643  -2.658  0.9067
H  2.123  5.659  -0.420  0.2858
H  3.381  -1.565  -2.362  0.6586
H  1.207  3.477  -5.757  0.2837
C  0.247  -2.598  1.016  0.0240
O  -4.149  -4.291  -1.714  -0.5476
H  3.694  -2.564  1.310  0.4173
O  -0.041  8.589  3.383  -0.5337
H  1.802  -3.919  0.267  0.3322
H  -5.497  -1.362  -0.394  0.3321
N  0.915  0.399  -0.633  -0.7027
C  -4.131  -4.080  -4.018  -0.7707
N  2.693  4.351  -4.579  0.9544
C  3.983  -3.367  -1.477  -0.7488
H  2.502  -1.389  1.786  0.4313
H  -5.031  -4.311  -4.580  0.2946
H  0.659  5.452  0.586  0.2697
C  1.654  -3.172  1.041  -1.0291
H  -3.591  -3.255  -4.472  0.2798
O  3.456  3.412  -4.478  -0.5621
H  2.184  1.413  5.559  0.3080
C  1.690  -2.701  -2.073  -0.5635
O  -3.862  3.305  1.649  -0.5882
C  1.140  5.202  -0.353  -0.6011
C  -2.651  1.353  1.965  -0.7628
H  -4.295  -3.262  0.090  -0.1775
H  -4.615  -2.329  2.965  0.2551
N  3.894  0.733  4.553  0.9417
C  0.899  -0.459  -4.180  -0.7271
H  3.682  -4.091  -0.731  0.2010
H  0.408  -0.206  -3.244  0.2328
C  1.812  -0.354  -0.508  -0.8726
C  5.760  0.687  1.255  -1.7695
C  1.262  4.030  -4.825  -0.7043
H  5.835  -4.906  -3.885  0.4735
O  -0.172  1.236  -5.307  -0.5890
H  0.704  4.956  -4.889  0.3278
N  0.309  5.770  -1.450  0.9848
H  1.004  -1.531  -4.288  0.3874
H  -7.168  1.923  4.379  0.3267
C  -4.005  -2.621  2.112  0.4967
N  0.042  0.043  -5.290  1.0105
O  5.039  1.095  4.691  -0.5230
H  2.278  1.817  3.817  0.2814
H  3.561  -3.513  -3.610  0.4906
H  1.757  -3.686  1.997  0.4702
O  -0.379  -0.759  -6.093  -0.5758
C  -7.668  0.998  4.119  -0.8379
O  -0.138  4.992  -2.265  -0.5597

Output
Gap between HOMO and LUMO in eV: 9.77
LUMO level in eV: -0.22
Structure (SMILES): CCCCCCCCC[C@@](C#N)(C[C@@H](C)Cl)[C@H](C#N)CCCI.C[N+](=O)[O-].C[N+](=O)[O-].C[N+](=O)[O-].C[N+](=O)[O-].C[N+](=O)[O-].C[N+](=O)[O-].C[N+](=O)[O-].C[N+](=O)[O-]
Spin multiplicity: 1
HOMO in eV: -9.98


Entry 2:
The following is a quantum chemistry calculation of one molecule with the formula C5H4N2S, from the Open Molecules 2025 dataset.

Each line ends with the Mulliken charge.
Positions of all 12 atoms, in Å:
C  1.651  0.472  0.037  -0.4787
H  1.119  -2.768  0.091  0.3515
N  2.141  -0.783  -0.057  -0.5897
C  1.234  -1.698  0.005  -0.0565
C  0.262  0.363  0.002  0.6739
N  -0.165  -0.921  -0.097  0.0078
C  -0.836  1.288  -0.018  -0.8490
H  -0.834  2.306  -0.049  0.4321
H  -2.997  1.069  -0.030  0.3406
C  -1.989  0.564  -0.046  -0.3006
H  2.209  1.300  0.150  0.5124
S  -1.795  -1.193  0.011  -0.0441

Output
Gap between HOMO and LUMO (spin up / spin down) in eV: 5.37 / 7.24
LUMO level (spin up / spin down) in eV: 0.76 / -2.05
Energy relative to the best compared isomer or geometry (same formula, charge and spin) in kcal per mole: 12.13
<S²>: 2.028
Spin multiplicity: 3
HOMO (spin up / spin down) in eV: -4.61 / -9.29


Entry 3:
The following is a quantum chemistry calculation of one molecule with the formula CH2BrN2OP, from the Open Molecules 2025 dataset.

Each line ends with the Mulliken charge.
Positions of all 8 atoms, in Å:
N  1.012  -0.544  -0.187  -0.2260
P  -1.079  0.127  -1.632  0.4339
N  0.421  -0.233  -1.194  0.0072
C  0.238  -0.396  1.068  0.0026
H  0.381  -1.441  1.435  0.2460
O  -0.983  -0.019  0.969  -0.6496
H  0.930  0.249  1.654  0.2626
Br  -0.920  2.256  -2.113  -0.0766

Output
Gap between HOMO and LUMO (spin up / spin down) in eV: 7.77 / 7.77
LUMO level (spin up / spin down) in eV: -1.51 / -1.51
Energy relative to the best compared isomer or geometry (same formula, charge and spin) in kcal per mole: 60.23
Spin multiplicity: 1
HOMO (spin up / spin down) in eV: -9.28 / -9.28


Entry 4:
The following is a quantum chemistry calculation of a 3-piece molecular cluster, C2H9NO4 overall, from the Open Molecules 2025 dataset.

Each line ends with the Mulliken charge.
Positions of all 16 atoms, in Å:
H  -1.869  1.384  -0.135  0.3277
O  -0.111  -0.428  0.721  -0.5361
C  0.034  -1.759  0.308  -0.2877
H  0.893  -2.268  0.731  0.2605
O  0.572  0.298  -1.771  -0.6572
H  0.215  0.120  -0.001  0.3953
H  -0.864  -2.278  0.643  0.2585
O  1.442  3.287  3.316  -0.6357
H  1.181  2.351  3.253  0.3234
H  0.610  -1.239  -3.067  0.3743
H  -1.383  0.887  -1.477  0.3237
H  0.677  3.825  3.262  0.3128
N  0.140  -1.854  -1.155  -0.1615
O  -2.089  1.350  -1.062  -0.6423
C  0.511  -0.898  -2.021  0.1390
H  0.042  -2.777  -1.545  0.2055

Output
Gap between HOMO and LUMO in eV: 10.86
LUMO level in eV: 0.38
Energy relative to the best compared isomer or geometry (same formula, charge and spin) in kcal per mole: 24.90
Structure (SMILES): O=CNCO.O.O
Spin multiplicity: 1
HOMO in eV: -10.48


| no. | molar mass (g/mol) |
| --- | --- |
| 1 | 939.2 |
| 2 | 124.2 |
| 3 | 168.9 |
| 4 | 111.1 |